(1)
Entry from OMol25: C4H22NO7S as an isolated structure at a distorted geometry (ωB97M-V/def2-TZVPD).

Geometry as XYZ:
```
35
Properties=species:S:1:pos:R:3:mulliken_charge:R:1
C -1.25 -0.74 0.65 -0.55
N -0.95 0.71 0.46 0.10
C -1.95 1.53 1.21 -0.44
O -1.51 1.83 2.46 -0.73
C 0.06 -1.56 0.75 -0.77
C 0.53 -1.95 2.12 -0.48
S -0.31 -3.43 2.76 -0.29
H -2.05 -0.96 1.35 0.34
H -1.61 -0.99 -0.35 0.19
H 0.02 0.93 0.58 -0.01
H -2.04 2.51 0.66 0.20
H -2.90 0.98 1.17 0.39
H 0.78 -0.91 0.24 0.14
H -0.01 -2.38 0.02 0.54
H 0.38 -1.20 2.89 0.25
H 1.60 -2.16 2.18 0.42
H -1.48 -3.41 2.17 0.09
H 1.52 1.94 1.00 0.43
H 2.50 2.83 0.27 0.29
O 1.99 2.04 0.08 -0.75
H 1.28 1.61 3.15 0.17
H -0.35 1.97 2.42 0.38
O 0.89 1.99 2.36 -0.89
H 1.70 -1.24 -2.66 0.38
H 2.36 -2.22 -1.59 0.28
O 1.67 -2.12 -2.25 -0.63
H -0.81 -1.63 -3.10 0.32
H -1.70 -0.47 -3.44 0.31
O -1.65 -1.42 -3.54 -0.67
H 1.89 1.06 -3.68 0.25
H 0.67 0.85 -2.78 0.48
O 1.21 0.41 -3.48 -0.72
H -0.97 1.66 -1.33 0.31
H 0.56 2.12 -1.04 0.44
O -0.10 1.84 -1.70 -0.76
```

Its net charge is -1. For the energy relative to the best compared isomer or geometry (same formula, charge and spin), the calculation gives 76.6 kJ/mol. As for the HOMO-LUMO gap: 7.7 eV. The value obtained for the molecular weight is 228.29 Da.

(2)
Entry from OMol25: a 8-piece molecular cluster, C4H22NO9 overall at a distorted geometry (ωB97M-V/def2-TZVPD).

Geometry as XYZ:
```
36
Properties=species:S:1:pos:R:3:mulliken_charge:R:1
C 0.19 -3.90 -0.31 -1.03
N 0.36 -2.45 -0.40 -0.02
C 1.73 -1.31 1.39 -1.31
C 0.31 -1.66 0.79 0.16
C -0.50 -0.35 0.47 -0.13
O -0.31 0.62 1.22 -0.69
O -1.33 -0.37 -0.48 -0.41
H -0.91 -4.07 0.04 0.29
H 0.76 -4.32 0.52 0.29
H 0.48 -4.24 -1.27 0.37
H -0.27 -2.02 -1.13 0.18
H 2.00 -2.18 1.93 0.45
H 2.45 -1.25 0.57 0.40
H 1.66 -0.37 1.94 0.10
H -0.26 -2.26 1.54 0.47
H 0.97 3.21 -1.29 0.27
H 2.33 2.71 -1.17 0.35
O 1.82 3.51 -0.96 -0.63
H -2.10 -0.42 -2.38 0.32
H -3.11 0.43 -1.64 0.34
O -2.78 0.25 -2.52 -0.66
H -0.76 3.41 0.97 0.32
H -0.95 2.07 1.56 0.55
O -1.33 3.03 1.67 -0.82
H 1.14 1.86 2.87 0.33
H 0.07 2.91 2.82 0.40
O 0.70 2.50 3.45 -0.72
H 2.71 0.05 -2.44 0.40
H 2.78 -1.46 -2.71 0.29
O 3.11 -0.61 -3.03 -0.67
H -2.78 -1.15 0.10 0.35
H -3.74 -0.48 1.03 0.33
O -3.70 -1.23 0.43 -0.72
H 0.58 0.96 -1.09 0.39
H 1.76 -0.08 -0.85 0.22
O 1.52 0.79 -1.19 -0.77
```

Its net charge is -1. For the energy relative to the best compared isomer or geometry (same formula, charge and spin), the calculation gives 172.3 kJ/mol. As for the HOMO-LUMO gap: 9.0 eV. The value obtained for the molecular weight is 228.22 Da.

(3)
Entry from OMol25: a 5-piece molecular cluster, C4H23B2O5 overall at a distorted geometry (ωB97M-V/def2-TZVPD).

Geometry as XYZ:
```
34
Properties=species:S:1:pos:R:3:mulliken_charge:R:1
O 12.42 2.49 -0.34 -0.16
H 13.34 2.74 -0.13 0.35
H 11.87 3.27 0.04 0.17
H 12.25 2.54 -1.37 0.24
B 11.35 2.33 -3.03 -0.01
H 11.43 1.24 -3.41 -0.21
H 10.68 2.35 -2.09 -0.16
H 12.41 2.74 -2.76 -0.22
H 10.85 3.04 -3.80 -0.20
B 10.43 4.19 1.13 0.37
H 11.54 4.55 1.07 -0.20
H 10.31 3.14 0.69 -0.14
H 10.10 4.20 2.25 -0.15
H 9.73 4.95 0.62 -0.22
C 11.76 1.38 3.37 -0.24
C 11.45 2.41 4.44 -0.31
O 12.01 3.67 4.04 -0.61
O 10.82 1.36 2.29 -0.59
H 11.70 0.35 3.76 0.32
H 12.77 1.44 2.96 0.07
H 11.98 2.11 5.35 0.33
H 10.39 2.50 4.70 0.25
H 11.39 3.99 3.36 0.10
H 10.69 2.28 1.92 0.28
C 16.14 3.30 -0.50 -0.54
C 15.56 4.67 -0.70 -0.41
O 14.17 4.68 -1.01 -0.47
O 15.32 2.57 0.43 -0.53
H 17.14 3.39 -0.09 0.41
H 16.10 2.74 -1.44 0.26
H 16.12 5.26 -1.44 0.35
H 15.70 5.29 0.19 0.33
H 13.97 5.62 -1.08 0.26
H 15.79 2.56 1.26 0.28
```

Its net charge is -1. For the energy relative to the best compared isomer or geometry (same formula, charge and spin), the calculation gives 36.0 kJ/mol. As for the HOMO-LUMO gap: 8.3 eV. The value obtained for the molecular weight is 172.85 Da.

(4)
Entry from OMol25: a 7-piece molecular cluster, C4H23N2O7 overall at a distorted geometry (ωB97M-V/def2-TZVPD).

Geometry as XYZ:
```
36
Properties=species:S:1:pos:R:3:mulliken_charge:R:1
C 0.86 1.14 -1.85 -0.72
C -0.26 2.06 -1.40 -0.70
C -0.35 2.04 0.16 -0.42
C -1.65 1.39 0.58 0.34
N -2.61 2.16 1.12 -0.43
O -1.83 0.21 0.29 -0.67
N 0.68 -0.22 -1.15 0.21
H 1.92 1.37 -1.83 0.42
H 0.59 0.93 -2.89 0.38
H -1.23 1.84 -1.83 0.37
H -0.14 3.11 -1.66 0.41
H -0.01 2.96 0.65 0.61
H 0.40 1.38 0.62 0.05
H -3.35 1.68 1.63 0.30
H -2.42 3.03 1.60 0.24
H 1.39 -0.40 -0.44 0.26
H -0.28 -0.38 -0.80 0.00
H 0.86 -0.79 -1.97 0.41
H 2.40 -0.78 1.88 0.26
H 2.72 -2.23 2.16 0.34
O 2.88 -1.53 1.51 -0.62
H -1.36 -3.52 -0.45 0.27
H 0.07 -3.58 -0.66 0.26
O -0.60 -2.92 -0.42 -0.49
H -3.24 -0.38 -1.51 0.31
H -3.11 -1.14 -2.85 0.31
O -3.08 -0.27 -2.45 -0.61
H -0.91 -1.53 1.80 0.26
H -2.46 -1.79 1.80 0.32
O -1.65 -1.85 2.30 -0.61
H 2.38 2.16 2.73 0.29
H 2.57 0.96 3.58 0.31
O 2.47 1.21 2.65 -0.62
H 3.20 -1.68 -1.58 0.27
H 2.62 -2.54 -0.23 0.31
O 2.50 -2.10 -1.08 -0.62
```

Its net charge is +1. For the energy relative to the best compared isomer or geometry (same formula, charge and spin), the calculation gives 258.0 kJ/mol. As for the HOMO-LUMO gap: 10.8 eV. The value obtained for the molecular weight is 211.24 Da.

(5)
Entry from OMol25: a 9-piece molecular cluster, C4H23NO10 overall at a distorted geometry (ωB97M-V/def2-TZVPD).

Geometry as XYZ:
```
38
Properties=species:S:1:pos:R:3:mulliken_charge:R:1
O 2.45 0.64 1.63 -0.50
C 2.77 -0.29 0.94 -0.17
C 2.32 -0.28 -0.56 -0.04
C 1.56 1.07 -0.79 -0.12
C 1.04 1.18 -2.19 -0.51
O 0.37 2.13 -2.52 -0.45
N 1.60 -1.48 -0.85 -0.43
H 3.50 -1.04 1.32 0.30
H 3.16 -0.14 -1.26 0.47
H 0.83 1.24 -0.01 0.42
H 2.21 1.92 -0.56 0.49
H 1.29 0.47 -3.02 0.39
H 1.24 -1.46 -1.79 0.29
H 0.89 -1.72 -0.17 0.32
H -1.04 4.37 -1.65 0.31
H 0.02 3.75 -0.80 0.33
O -0.94 3.88 -0.83 -0.65
H 2.59 -3.42 1.10 0.30
H 1.24 -4.14 1.34 0.33
O 1.93 -3.63 1.78 -0.64
H -4.52 -0.78 0.42 0.27
H -3.52 0.31 0.00 0.29
O -3.60 -0.65 0.12 -0.63
H -2.19 1.15 -1.87 0.35
H -1.47 2.31 -1.00 0.18
O -2.02 1.48 -0.99 -0.60
H -1.24 2.63 2.43 0.32
H -1.40 1.96 3.75 0.32
O -1.40 2.84 3.36 -0.63
H -1.01 -3.10 1.03 0.31
H -0.78 -3.69 -0.38 0.29
O -0.61 -3.83 0.56 -0.64
H 0.40 -0.08 2.41 0.40
H 0.13 0.08 0.95 -0.19
O -0.27 -0.25 1.75 -0.61
H -1.58 -0.45 -1.09 0.35
H -2.35 -1.66 -1.01 0.37
O -1.61 -1.31 -1.55 -0.60
```

For the energy relative to the best compared isomer or geometry (same formula, charge and spin), the calculation gives 284.4 kJ/mol. As for the HOMO-LUMO gap: 10.2 eV. Its structure (SMILES) is N[C@H](C=O)CC=O.O.O.O.O.O.O.O.O. The value obtained for the molecular weight is 245.23 Da.

(6)
Entry from OMol25: a 9-piece molecular cluster, C4H23NO11 overall at a distorted geometry (ωB97M-V/def2-TZVPD).

Geometry as XYZ:
```
39
Properties=species:S:1:pos:R:3:mulliken_charge:R:1
O -1.90 -1.41 -1.70 -0.51
C -2.95 -0.89 -1.34 -0.12
N -3.11 0.38 -0.83 -0.10
C -2.00 1.13 -0.14 0.58
C -1.44 2.18 -1.13 -0.98
O -0.04 2.20 -1.40 -0.64
C -1.03 0.19 0.46 -0.67
O -1.55 -0.50 1.47 -0.94
H -3.94 -1.28 -1.59 0.27
H -4.05 0.44 -0.42 0.32
H -2.52 1.61 0.68 0.23
H -1.66 3.13 -0.68 0.21
H -1.87 2.06 -2.11 0.47
H 0.33 1.45 -1.86 0.39
H 0.02 0.03 0.18 0.53
H -4.54 -0.44 2.34 0.29
H -3.17 -0.82 1.75 0.41
O -4.14 -1.10 1.73 -0.69
H 2.22 -1.93 -1.23 0.49
H 3.69 -1.29 -1.53 0.25
O 2.74 -1.12 -1.51 -0.75
H 2.26 -2.33 2.28 0.39
H 0.77 -2.51 2.37 0.39
O 1.58 -3.04 2.33 -0.81
H 0.45 -0.45 -2.35 0.34
H 1.78 -0.07 -2.94 0.32
O 0.87 0.19 -2.93 -0.76
H 0.83 2.90 -0.04 0.47
H 0.45 2.59 1.42 0.34
O 0.99 3.24 0.88 -0.79
H 3.56 2.31 2.44 0.29
H 2.41 2.20 1.37 0.45
O 3.31 1.84 1.64 -0.72
H 3.21 -0.06 1.48 0.32
H 2.77 -1.10 0.32 0.39
O 2.85 -0.96 1.26 -0.65
H 1.28 -3.12 0.50 0.40
H 0.35 -2.58 -0.67 0.39
O 1.20 -3.05 -0.49 -0.83
```

Its net charge is -1. The spin multiplicity is 2. As for the HOMO-LUMO gap (alpha / beta): 4.6 / 7.8 eV. The value obtained for the molecular weight is 261.22 Da. The expectation value of S² is 0.75.

The lowest molecular weight belongs to which entry?
C4H23B2O5